(1)
A molecular structure, C21H38BrCl2FN4Si2. Source: the Open Molecules 2025 dataset; level of theory: wB97M-V/def2-TZVPD.

Computed properties:
Gap between HOMO and LUMO   3.64 eV
Multiplicity   1
Strongest force on any atom   3.35 eV/A
E_HOMO   -4.996 eV
Lowest unoccupied orbital energy   -1.35 eV

Geometry (Å):
C (5.9571, -1.8257, 3.7112)
C (4.6811, -0.8654, 3.7714)
C (3.5108, -1.4167, 2.9412)
Br (3.0753, -3.2083, 3.7467)
C (2.1248, -0.6542, 2.8953)
C (1.2812, -0.7694, 4.2571)
N (0.3878, 0.3241, 4.6163)
F (-0.8296, -0.2719, 4.9901)
C (0.0444, 1.3386, 3.6214)
C (0.4780, 0.8725, 2.1693)
N (1.9960, 0.6221, 2.1238)
C (2.5565, 1.9399, 2.4112)
Cl (2.4080, 3.1422, 1.0485)
C (3.0882, 2.5345, 3.4953)
C (3.5842, 4.0090, 3.5609)
Cl (3.1979, 1.6460, 5.0073)
C (2.3925, 0.2841, 0.6785)
C (3.7625, 0.3943, 0.3268)
C (4.1841, 0.1371, -1.0219)
C (3.0752, -0.2208, -1.8615)
C (1.7697, -0.3174, -1.3185)
N (1.3451, -0.0816, -0.0584)
H (5.7956, -2.6294, 4.4677)
H (6.8573, -1.2278, 3.9827)
H (6.0020, -2.2312, 2.6773)
H (4.3826, -0.8862, 4.8528)
H (5.0108, 0.1809, 3.5783)
H (3.8710, -1.7281, 1.9330)
H (1.5507, -1.3889, 2.2576)
H (2.0550, -0.8751, 5.0622)
H (0.7026, -1.7245, 4.2870)
H (0.3531, 2.3806, 3.8557)
H (-1.0741, 1.3712, 3.5538)
H (-0.1168, -0.0468, 2.0017)
H (0.1427, 1.6245, 1.4307)
H (4.5875, 4.0882, 3.0745)
H (3.7514, 4.3076, 4.6256)
H (2.8412, 4.7242, 3.1538)
H (4.4694, 0.7144, 1.1221)
H (5.2202, 0.2291, -1.3860)
H (3.2414, -0.4331, -2.9331)
H (0.9598, -0.6215, -2.0226)
C (-6.2780, -3.0261, -4.1735)
Si (-5.3093, -1.4073, -4.3113)
C (-6.5845, -0.0163, -4.3159)
C (-4.4497, -1.4358, -5.9917)
N (-4.2206, -1.3072, -3.0036)
Si (-3.1756, 0.0093, -2.7901)
C (-4.0804, 1.6469, -2.5411)
C (-1.9450, 0.2181, -4.2086)
C (-2.1493, -0.2827, -1.2258)
H (-6.9864, -3.1154, -5.0039)
H (-5.6034, -3.8850, -4.2083)
H (-6.8439, -3.0610, -3.2396)
H (-7.3851, -0.2368, -5.0322)
H (-6.1433, 0.9387, -4.6085)
H (-7.0400, 0.0949, -3.3297)
H (-3.6414, -2.1705, -6.0005)
H (-4.0387, -0.4588, -6.2542)
H (-5.1620, -1.7095, -6.7791)
H (-4.5327, 2.0057, -3.4659)
H (-3.3835, 2.4216, -2.1948)
H (-4.8639, 1.5404, -1.7875)
H (-1.4611, -0.7331, -4.4438)
H (-1.1609, 0.9374, -3.9334)
H (-2.4275, 0.5975, -5.1102)
H (-1.5601, -1.1999, -1.3167)
H (-2.7922, -0.3626, -0.3459)
H (-1.4559, 0.5564, -1.0712)


(2)
2 unconnected molecules or ions with the total composition C21H38BrN8O3. Source: the Open Molecules 2025 dataset; level of theory: wB97M-V/def2-TZVPD.

Computed properties:
Gap between HOMO and LUMO   6.35 eV
Multiplicity   1
Charge   +1
Strongest force on any atom   2.00 eV/A
E_HOMO   -9.483 eV
Lowest unoccupied orbital energy   -3.13 eV

Geometry (Å):
O (2.0896, -5.3516, -0.6719)
O (4.7197, -2.7441, 2.5955)
Br (-0.2591, -2.8399, 0.7112)
N (-2.9990, -2.4618, 0.6806)
O (-0.5220, 0.2114, 0.9461)
C (2.6046, -4.2504, -0.7546)
C (4.9888, -2.4994, 1.4304)
C (3.9816, 2.6456, -2.1424)
C (-4.1461, -1.7728, 0.7072)
C (-1.8451, -1.7873, 0.7778)
C (-2.9970, 0.3217, 0.9548)
C (-1.7760, -0.3807, 0.9123)
C (-4.2142, -0.3661, 0.8246)
N (3.6198, 2.1135, -3.2771)
N (6.2620, -2.3102, 1.0767)
N (-6.9092, 1.6424, -1.3778)
N (-5.4531, 0.3206, 0.7703)
N (3.9129, 1.9783, -1.0030)
N (3.1287, -3.6569, 0.3213)
N (4.4211, 3.8719, -2.1633)
C (2.6695, -3.5573, -2.1031)
C (6.8148, -2.0914, -0.2605)
C (-0.3935, 1.8640, 2.7321)
C (-0.3732, 1.6141, 1.2277)
C (-7.6045, 0.6163, -0.5743)
C (-6.6228, -0.3381, 0.1241)
C (-6.5697, 2.9026, -0.7013)
C (-5.6260, 1.6774, 1.3362)
C (3.4489, 0.5880, -0.8388)
C (-5.3875, 2.7390, 0.2554)
C (3.4247, 0.1661, 0.6362)
C (2.8671, -1.2562, 0.7822)
C (3.8573, -2.3771, 0.3963)
H (-5.0625, -2.3480, 0.6286)
H (-3.0158, 1.3955, 1.0559)
H (3.2558, 1.1774, -3.2803)
H (3.6734, 2.6345, -4.1332)
H (6.9140, -2.4189, 1.8403)
H (-6.0903, 1.2442, -1.8402)
H (4.2050, 2.4596, -0.1683)
H (3.0096, -4.1754, 1.1835)
H (4.4747, 4.3745, -3.0310)
H (4.7156, 4.3217, -1.3142)
H (3.7062, -3.4802, -2.4221)
H (2.1167, -4.1616, -2.8223)
H (2.2044, -2.5781, -2.0283)
H (6.4937, -2.8878, -0.9355)
H (7.9057, -2.1099, -0.2091)
H (6.4990, -1.1235, -0.6507)
H (0.3968, 1.2883, 3.2229)
H (-0.2351, 2.9254, 2.9432)
H (-1.3567, 1.5669, 3.1572)
H (-1.1328, 2.2205, 0.7273)
H (0.5913, 1.9436, 0.8332)
H (-8.2522, 0.0240, -1.2286)
H (-8.2512, 1.0930, 0.1697)
H (-6.2684, -1.0236, -0.6524)
H (-7.1663, -0.9279, 0.8696)
H (-7.4411, 3.2786, -0.1539)
H (-6.3122, 3.6533, -1.4560)
H (-6.6285, 1.7912, 1.7620)
H (-4.9258, 1.8282, 2.1643)
H (4.1097, -0.0825, -1.3913)
H (2.4371, 0.4940, -1.2408)
H (-4.4931, 2.4893, -0.3215)
H (-5.2087, 3.7003, 0.7457)
H (4.4261, 0.2246, 1.0645)
H (2.7731, 0.8480, 1.1838)
H (2.5470, -1.4034, 1.8160)
H (1.9807, -1.3277, 0.1538)
H (4.2922, -2.1598, -0.5727)


(3)
A molecular structure, C21H39AlBrCl4CsF5Li2O8. Source: the Open Molecules 2025 dataset; level of theory: wB97M-V/def2-TZVPD.

Computed properties:
Gap between HOMO and LUMO   4.06 eV
Multiplicity   1
Charge   -1
Strongest force on any atom   5.92 eV/A
E_HOMO   -4.770 eV
Lowest unoccupied orbital energy   -0.71 eV

Geometry (Å):
C (-0.1725, 3.2173, 1.7983)
C (-0.9295, 3.7739, 0.7951)
C (-0.3923, 3.7556, -0.6355)
O (-1.0034, 4.7377, -1.5032)
C (-1.0588, 6.0404, -1.0320)
O (-0.1853, 6.5962, -0.4489)
C (-2.3525, 6.8419, -1.3573)
O (-3.4394, 5.9416, -1.2474)
C (-4.6707, 6.4724, -1.7230)
C (-5.6754, 5.3277, -1.5223)
O (-6.2683, 5.4004, -0.2231)
C (-7.5094, 4.7325, -0.1454)
C (-7.3027, 3.3009, 0.3941)
O (-6.2987, 2.6576, -0.3606)
C (-6.1002, 1.3258, -0.0091)
C (-4.6003, 1.0029, -0.4746)
H (-0.0249, 2.1337, 1.8761)
H (0.3251, 3.9168, 2.4881)
H (-1.8953, 4.2560, 1.0278)
H (-0.6577, 2.7161, -1.1481)
H (0.7015, 3.8188, -0.5765)
H (-2.4931, 7.6321, -0.6051)
H (-2.2038, 7.2652, -2.3755)
H (-4.9926, 7.3732, -1.1638)
H (-4.5751, 6.8043, -2.7787)
H (-6.4177, 5.2198, -2.3321)
H (-5.0673, 4.4024, -1.5529)
H (-8.1337, 5.2739, 0.5885)
H (-8.0928, 4.7225, -1.0823)
H (-8.2384, 2.7066, 0.2890)
H (-7.0843, 3.3223, 1.4761)
H (-6.7845, 0.6167, -0.6020)
H (-6.2482, 1.1155, 1.0629)
H (-4.5543, 1.3555, -1.5591)
H (-3.9375, 1.6711, 0.0890)
H (-4.3340, -0.0816, -0.3502)
C (2.4928, -0.4190, -1.4213)
C (3.3203, -0.3764, -0.1632)
O (2.3786, 0.0294, 0.8323)
C (1.1493, -0.3182, 0.3798)
O (0.1501, -0.2778, 1.0284)
O (1.1895, -0.7243, -0.9278)
H (2.8310, -1.1813, -2.1223)
H (2.4628, 0.5460, -1.9335)
H (3.7200, -1.3574, 0.1062)
H (4.1407, 0.3368, -0.2284)
Cs (-5.3413, -1.1735, -1.5983)
C (6.1688, -3.1916, 0.8492)
C (5.6613, -3.7488, -0.4772)
C (4.4296, -4.6460, -0.3331)
C (4.6296, -5.9165, 0.4949)
C (5.7383, -6.8441, 0.0006)
C (5.4881, -7.3955, -1.4003)
H (6.5009, -3.9842, 1.5209)
H (7.0191, -2.5277, 0.6763)
H (5.3904, -2.6164, 1.3541)
H (6.4686, -4.2897, -0.9811)
H (5.4010, -2.9079, -1.1300)
H (4.0788, -4.9177, -1.3355)
H (3.6191, -4.0655, 0.1209)
H (3.6873, -6.4710, 0.5136)
H (4.8355, -5.6477, 1.5330)
H (5.8182, -7.6842, 0.6953)
H (6.7063, -6.3322, 0.0253)
H (4.5428, -7.9409, -1.4391)
H (6.2865, -8.0858, -1.6851)
H (5.4589, -6.5998, -2.1482)
Cl (2.8473, 1.3441, 2.5985)
C (-0.2118, -2.6371, 1.5458)
Cl (1.3449, -3.4099, 1.2925)
Cl (-1.0987, -2.4993, 0.0104)
Cl (-1.1693, -3.5306, 2.7312)
H (-0.0403, -1.6346, 1.9265)
Li (-1.3051, 4.3693, -3.2644)
Br (-2.1111, 1.5418, -1.1148)
F (2.6682, -8.8133, 4.4367)
Al (2.0742, -7.5048, 3.4929)
F (1.8968, -8.0125, 1.8559)
F (3.1841, -6.1966, 3.5643)
F (0.5500, -7.0017, 4.1056)
Li (3.3804, 3.3177, 1.5838)
F (4.2352, 4.0303, -0.6473)


Look up the lowest unoccupied orbital energy of the first one. -1.35 eV


Among the records above, which one has the highest strongest force on any atom? C21H39AlBrCl4CsF5Li2O8


Among the records above, which one has the lowest lowest unoccupied orbital energy? C21H38BrN8O3


Among the records above, which one has the lowest lowest unoccupied orbital energy? C21H38BrN8O3